{"formula": "C25H64ClN3O7PS", "method": "ωB97M-V/def2-TZVPD", "mol_weight_g_mol": 617.30, "multiplicity": 1, "fmax_ev_per_a": 3.03, "gap_ev": 8.30, "total_charge": 1, "symbols": ["C", "C", "O", "C", "C", "C", "C", "C", "N", "C", "N", "C", "S", "C", "P", "O", "Cl", "N", "H", "H", "H", "H", "H", "H", "H", "H", "H", "H", "H", "H", "H", "H", "H", "H", "H", "H", "H", "H", "H", "H", "H", "H", "C", "C", "C", "O", "H", "H", "H", "H", "H", "H", "H", "H", "C", "C", "C", "O", "H", "H", "H", "H", "H", "H", "H", "H", "C", "C", "C", "O", "H", "H", "H", "H", "H", "H", "H", "H", "C", "C", "C", "O", "H", "H", "H", "H", "H", "H", "H", "H", "C", "C", "C", "O", "H", "H", "H", "H", "H", "H", "H", "H"], "positions_angstrom": [[6.4739, 1.0366, 1.0226], [6.6521, 1.1267, -0.4915], [5.8306, 2.1404, -1.0610], [4.5847, 1.6795, -1.5686], [3.4786, 2.0245, -0.5631], [2.1474, 1.2674, -0.7344], [2.3317, -0.2458, -0.9899], [3.0845, -0.9987, 0.1313], [2.2444, -1.9901, 0.8383], [1.3866, 1.3508, 0.6424], [0.6111, 2.6269, 0.7967], [-0.2875, 2.8630, -0.3787], [-1.1907, 4.4305, -0.1074], [0.6736, 3.0542, -1.5809], [-0.2768, 3.6138, -3.0940], [-1.3978, 2.4131, -3.1297], [1.0221, 3.1868, -4.6621], [1.3359, 1.7682, -1.8534], [6.4743, 2.0290, 1.4612], [5.5092, 0.5719, 1.2376], [7.2304, 0.4019, 1.4774], [7.6787, 1.4537, -0.6581], [6.5576, 0.1592, -0.9868], [4.4410, 2.2370, -2.4929], [4.6284, 0.6261, -1.8423], [3.8646, 1.9511, 0.4486], [3.2552, 3.0853, -0.7181], [2.8023, -0.3602, -1.9616], [1.3230, -0.6588, -1.0727], [3.9508, -1.5251, -0.2580], [3.4468, -0.3232, 0.9042], [1.5610, -1.5128, 1.4147], [1.7371, -2.4966, 0.1203], [2.1092, 1.2801, 1.4481], [0.7334, 0.4839, 0.6911], [0.0153, 2.5163, 1.6228], [1.2335, 3.4160, 0.9765], [-0.9893, 2.0503, -0.5306], [-0.1779, 5.3000, -0.3113], [1.3750, 3.8340, -1.2874], [-1.8290, 2.5354, -3.9948], [0.5748, 1.0969, -1.9435], [4.6103, -2.0708, 4.9164], [3.3927, -2.8097, 5.4505], [3.4468, -4.2857, 5.0955], [2.2001, -2.2213, 4.9191], [4.6511, -2.1402, 3.8247], [4.5583, -1.0109, 5.1728], [5.5338, -2.4829, 5.3242], [3.3398, -2.6942, 6.5334], [3.4543, -4.4218, 4.0100], [2.5652, -4.8024, 5.4774], [4.3364, -4.7624, 5.5088], [2.2407, -2.3230, 3.9606], [-4.3411, 3.0232, -2.7400], [-5.3789, 3.5367, -1.7573], [-6.0301, 4.8178, -2.2515], [-4.7623, 3.7677, -0.4858], [-3.5416, 3.7596, -2.8673], [-3.8802, 2.1087, -2.3665], [-4.7840, 2.8154, -3.7139], [-6.1434, 2.7745, -1.6033], [-5.2853, 5.6106, -2.3694], [-6.7665, 5.1741, -1.5308], [-6.5270, 4.6626, -3.2100], [-4.0874, 4.4439, -0.6128], [-2.6882, -0.1752, -5.0066], [-4.1158, -0.3730, -5.4982], [-4.1442, -0.8030, -6.9561], [-4.8563, 0.8383, -5.3382], [-2.1874, 0.6105, -5.5834], [-2.6823, 0.1371, -3.9605], [-2.1065, -1.0932, -5.0984], [-4.6120, -1.1252, -4.8846], [-3.6902, -0.0377, -7.5918], [-5.1716, -0.9350, -7.2945], [-3.6058, -1.7400, -7.1041], [-4.4327, 1.5147, -5.8793], [-9.2717, 1.3482, -3.0642], [-10.2926, 1.9924, -2.1375], [-9.8476, 3.3817, -1.7070], [-10.4911, 1.1690, -0.9900], [-8.3094, 1.2336, -2.5554], [-9.5998, 0.3518, -3.3605], [-9.1184, 1.9463, -3.9641], [-11.2561, 2.0572, -2.6436], [-8.9028, 3.3308, -1.1565], [-10.5829, 3.8306, -1.0389], [-9.7122, 4.0376, -2.5689], [-9.6486, 1.0988, -0.5273], [6.0907, -7.0128, 8.1290], [5.5674, -7.4959, 6.7851], [6.0386, -8.9099, 6.4838], [5.9984, -6.6097, 5.7493], [7.1839, -6.9933, 8.1310], [5.7497, -5.9962, 8.3295], [5.7547, -7.6590, 8.9407], [4.4769, -7.4656, 6.7845], [7.1303, -8.9488, 6.4352], [5.6609, -9.2407, 5.5160], [5.7010, -9.6112, 7.2478], [6.9621, -6.6221, 5.7320]], "forces_ev_per_angstrom": [[-0.7253, -0.5276, -0.4501], [0.9148, 0.7018, 0.7135], [-0.2234, -0.7279, -0.3293], [0.4432, 0.7594, 0.1075], [-0.5328, 0.2617, -0.9664], [0.1581, -0.4475, 0.9064], [0.2398, 0.6038, 0.2759], [-0.6088, -0.3487, 0.3350], [0.3045, 0.3263, -0.4369], [0.8446, -0.3273, -0.9362], [-0.6847, -1.5780, 0.6092], [0.9220, 2.7217, -0.9646], [-0.5228, -0.3151, 0.4384], [-0.5587, -1.9922, -0.1685], [-0.2061, 1.3935, -0.3710], [1.0335, -0.0023, -0.3381], [-0.1647, -0.2527, 0.6390], [0.1329, 0.3381, 0.8889], [0.2011, 0.0990, 0.0648], [-0.0405, -0.0064, 0.2146], [0.1567, 0.0879, 0.0278], [0.0259, 0.0387, -0.2361], [-0.3269, -0.0149, -0.0820], [-0.2704, -0.0755, -0.1041], [0.0426, -0.1364, 0.2360], [0.0790, -0.2876, 0.0694], [0.1624, 0.1198, 0.1763], [0.0428, -0.0787, -0.0871], [0.0055, -0.1846, -0.0717], [0.0937, 0.0243, -0.1147], [0.2246, 0.1385, -0.1139], [-0.0922, -0.1217, 0.0004], [-0.1202, -0.3042, 0.3122], [-0.1400, 0.1082, 0.2454], [-0.6023, 0.3334, 0.2215], [0.1068, 0.3157, 0.0935], [-0.0816, 0.1043, -0.2160], [-0.0708, -0.1021, 0.2426], [0.0360, -0.3553, -0.1057], [0.2160, 0.0985, -0.3893], [-0.3797, -0.4246, 0.3866], [0.1120, -0.0459, -0.6062], [0.0090, 0.2171, 0.0982], [0.1965, -0.2121, -0.5320], [-0.1150, -0.1000, 0.1683], [-0.1111, 0.2218, 0.1069], [0.0083, -0.1334, 0.0071], [0.0104, -0.0211, 0.0654], [0.0060, -0.0117, -0.0329], [-0.1514, 0.0925, -0.0139], [0.1032, 0.0629, -0.0094], [0.0086, 0.0290, 0.0492], [0.0117, -0.0295, -0.0689], [0.0355, -0.1279, 0.0444], [-0.0721, -0.0893, 0.0046], [0.3069, 0.4589, -0.2579], [-0.1736, 0.0094, 0.0940], [-0.0245, -0.2797, 0.1623], [-0.1138, 0.1482, 0.0327], [-0.0749, -0.0527, -0.0191], [-0.0156, -0.0579, 0.0256], [0.0470, -0.0158, 0.1800], [0.0579, -0.0677, -0.0809], [-0.0329, -0.0479, -0.0210], [0.0077, 0.0233, -0.0041], [-0.1131, 0.0525, -0.0352], [-0.0438, 0.0136, 0.2393], [0.3521, 0.2634, -0.4586], [-0.1424, -0.0961, -0.0188], [-0.0716, -0.0541, 0.2687], [-0.0046, -0.0942, -0.1384], [-0.0463, -0.0750, 0.0245], [0.0396, 0.0300, -0.0306], [-0.1137, 0.1203, 0.0619], [0.0941, -0.0164, 0.0469], [-0.0018, -0.0393, 0.0420], [0.0112, 0.0141, -0.0227], [-0.0751, -0.0812, -0.0990], [-0.1020, -0.1061, -0.1188], [0.6066, 0.0309, 0.1732], [-0.1481, 0.1237, 0.0333], [-0.2549, -0.0327, -0.0619], [0.0090, 0.1021, 0.0128], [-0.0356, 0.0233, -0.0214], [0.0295, -0.0060, 0.0053], [-0.0675, -0.0906, 0.1104], [0.0513, -0.0520, -0.0868], [-0.0358, -0.0049, -0.0453], [0.0228, 0.0119, 0.0172], [-0.0369, 0.0101, -0.0172], [-0.1247, 0.1581, 0.0443], [0.5728, -0.1576, 0.1613], [-0.1314, -0.0669, -0.1484], [-0.2376, 0.1146, -0.0769], [0.0026, -0.1100, -0.0115], [-0.0495, -0.0231, 0.0052], [0.0274, -0.0023, 0.0050], [-0.0009, 0.1120, -0.1302], [0.0065, 0.0271, 0.1090], [-0.0484, 0.0029, 0.0239], [0.0283, -0.0037, 0.0043], [-0.0388, -0.0320, 0.0173]]}